The following is a quantum chemistry calculation of a 13-piece molecular cluster, C39H108N10O23 overall in a non-equilibrium geometry, from the OMol25 dataset.

Geometry (Å):
C  -0.454  -2.752  -5.394
C  -1.750  -3.517  -5.383
O  -2.867  -2.818  -5.851
O  -0.381  -1.904  -4.279
H  -0.388  -2.243  -6.346
H  0.324  -3.479  -5.223
H  -1.965  -3.860  -4.359
H  -1.513  -4.385  -5.995
H  -2.640  -1.973  -6.217
H  -0.119  -1.052  -4.679
C  -2.495  2.517  0.800
C  -3.686  2.261  1.737
O  -4.720  1.511  1.008
O  -2.714  3.412  -0.248
H  -2.294  1.525  0.354
H  -1.622  2.719  1.414
H  -4.044  3.195  2.195
H  -3.322  1.628  2.521
H  -5.118  0.880  1.608
H  -2.918  2.915  -1.067
C  4.062  -2.140  0.169
C  3.800  -0.874  0.913
O  4.125  -0.899  2.295
O  3.045  -3.063  0.557
H  4.934  -2.639  0.562
H  3.993  -2.019  -0.891
H  2.743  -0.646  0.810
H  4.460  -0.104  0.517
H  3.607  -1.660  2.686
H  2.192  -2.721  0.300
C  -3.617  1.702  -3.356
C  -5.107  1.825  -2.954
O  -5.461  0.719  -2.126
O  -2.769  1.579  -2.209
H  -3.246  2.548  -3.947
H  -3.508  0.729  -3.945
H  -5.730  1.664  -3.853
H  -5.448  2.746  -2.447
H  -4.945  0.795  -1.318
H  -1.868  1.283  -2.382
C  -0.401  7.317  0.810
C  -1.341  6.183  0.690
O  -0.765  5.172  -0.156
O  0.194  7.755  -0.348
H  0.365  7.130  1.528
H  -0.929  8.168  1.294
H  -2.283  6.490  0.230
H  -1.574  5.792  1.700
H  -1.464  4.558  -0.292
H  -0.255  7.481  -1.131
C  1.597  3.350  -1.913
C  2.787  4.170  -2.463
O  2.919  3.875  -3.869
O  1.422  3.519  -0.554
H  1.782  2.350  -2.249
H  0.667  3.821  -2.422
H  3.701  3.878  -1.946
H  2.672  5.261  -2.313
H  3.016  4.699  -4.389
H  0.604  4.017  -0.434
C  0.585  1.266  -5.741
O  -0.269  0.367  -5.735
N  0.769  2.128  -4.703
N  1.455  1.384  -6.835
H  1.519  2.794  -4.698
H  0.315  1.881  -3.819
H  1.376  0.718  -7.572
H  2.202  2.054  -6.935
C  -0.347  -2.808  1.997
O  -0.027  -2.247  1.002
N  -1.612  -2.764  2.459
N  0.446  -3.616  2.715
H  -1.783  -3.219  3.296
H  -2.224  -2.405  1.771
H  0.017  -4.322  3.252
H  1.272  -3.957  2.221
C  0.121  0.062  -1.526
O  -0.162  0.805  -2.456
N  0.628  0.512  -0.339
N  -0.011  -1.358  -1.590
H  0.450  -0.048  0.471
H  0.763  1.533  -0.161
H  -0.035  -1.859  -0.723
H  -0.561  -1.713  -2.330
C  0.124  -5.347  -0.765
O  -0.469  -6.452  -0.046
C  -1.875  -6.601  -0.150
C  -2.674  -5.880  0.903
N  -2.398  -6.356  2.236
C  -3.252  -5.882  3.291
C  -2.636  -6.068  4.707
O  -1.296  -5.567  4.673
C  -0.842  -5.560  5.998
H  -0.385  -4.463  -0.491
H  0.126  -5.584  -1.829
H  1.172  -5.339  -0.516
H  -2.138  -7.643  -0.225
H  -2.165  -6.271  -1.186
H  -3.699  -5.992  0.572
H  -2.383  -4.777  0.830
H  -1.422  -6.331  2.388
H  -4.204  -6.455  3.324
H  -3.598  -4.808  3.068
H  -2.623  -7.155  4.985
H  -3.361  -5.567  5.323
H  -0.980  -6.625  6.286
H  -1.477  -4.915  6.579
H  0.228  -5.186  6.022
C  3.205  6.875  7.789
O  2.602  5.808  7.165
C  2.087  4.707  7.924
C  1.401  3.643  7.085
N  -0.021  4.014  6.791
C  -0.140  5.005  5.760
C  0.379  4.677  4.296
O  -0.115  3.425  3.782
C  0.880  2.721  3.049
H  4.101  6.606  8.390
H  2.572  7.431  8.457
H  3.591  7.535  7.019
H  1.402  5.031  8.717
H  2.896  4.237  8.520
H  1.416  2.737  7.742
H  2.026  3.390  6.206
H  -0.471  3.157  6.437
H  0.337  5.891  6.124
H  -1.175  5.249  5.534
H  1.478  4.584  4.280
H  0.017  5.371  3.517
H  1.101  3.251  2.139
H  0.486  1.760  2.759
H  1.866  2.608  3.568
C  -6.406  -0.137  3.851
O  -5.919  -0.369  2.525
C  -5.284  -1.666  2.355
C  -4.960  -1.997  0.911
N  -3.755  -1.351  0.525
C  -3.116  -1.918  -0.660
C  -3.938  -2.592  -1.751
O  -4.185  -3.983  -1.256
C  -4.669  -4.814  -2.226
H  -5.625  -0.176  4.620
H  -7.128  -0.925  4.119
H  -6.922  0.837  3.842
H  -6.014  -2.394  2.841
H  -4.359  -1.637  2.919
H  -5.821  -1.732  0.241
H  -4.810  -3.047  0.912
H  -3.865  -0.352  0.551
H  -2.364  -2.654  -0.360
H  -2.588  -1.071  -1.148
H  -3.330  -2.655  -2.629
H  -4.885  -2.065  -1.974
H  -3.926  -4.924  -3.019
H  -5.598  -4.385  -2.668
H  -4.871  -5.761  -1.807
C  3.217  -0.069  -2.958
O  4.476  -0.810  -3.022
C  5.243  -0.664  -4.171
C  5.827  0.786  -4.298
N  6.743  0.929  -5.445
C  7.889  0.005  -5.469
C  8.694  0.121  -4.190
O  8.013  -0.652  -3.133
C  8.632  -0.499  -1.896
H  2.363  -0.645  -3.394
H  3.343  0.834  -3.521
H  2.989  0.022  -1.903
H  4.663  -0.893  -5.081
H  6.031  -1.396  -4.053
H  6.254  1.069  -3.342
H  5.034  1.546  -4.436
H  6.217  0.723  -6.308
H  8.548  0.240  -6.318
H  7.514  -1.024  -5.535
H  8.782  1.247  -3.935
H  9.683  -0.211  -4.379
H  7.998  -1.001  -1.179
H  8.668  0.579  -1.681
H  9.648  -0.933  -1.860

Output
* electronic energy: -104182.4225 eV
* LUMO level: 0.36 eV
* multiplicity: 1
* net charge: 0
* highest occupied orbital energy: -0.309 hartree
* HOMO-LUMO gap: 8.774 eV

Atomic partial charges in e from the Löwdin method, atoms 1 to 8: number 1, C, carries -0.249; number 2, C, carries -0.267; number 3, O, carries -0.044; number 4, O, carries -0.102; number 5, H, carries 0.122; number 6, H, carries 0.116; number 7, H, carries 0.106; number 8, H, carries 0.112